Record 1
Computed, not measured: a structure of composition C5H11Cl8HgO in a non-equilibrium geometry, with ωB97M-V/def2-TZVPD.

Calculated values
Charge   +1
Gap between HOMO and LUMO   4.0 eV
Lowest unoccupied orbital energy   -9.128 eV

Geometry (Å):
Hg: -3.693 2.492 0.597
C: -0.577 0.941 0.067
O: -1.894 1.413 -0.110
H: 0.107 1.405 -0.643
H: -0.328 1.019 1.125
H: -0.355 -0.122 -0.027
C: -2.296 -0.730 4.734
Cl: -1.554 -0.183 3.318
Cl: -1.020 -1.510 5.758
H: -2.699 0.111 5.298
H: -3.057 -1.482 4.522
C: 2.031 -0.780 -2.761
Cl: 2.656 0.770 -2.242
Cl: 2.108 -0.938 -4.543
H: 2.604 -1.592 -2.313
H: 0.968 -0.946 -2.585
C: 0.392 2.309 -3.873
Cl: -1.377 2.702 -4.236
Cl: 1.124 3.821 -3.290
H: 0.367 1.619 -3.029
H: 0.968 2.042 -4.758
C: 1.200 -2.344 1.852
Cl: 1.185 -3.023 0.212
Cl: -0.068 -3.195 2.897
H: 2.208 -2.526 2.225
H: 0.998 -1.274 1.805

Atomic forces in eV per Å
1.8670 -0.7018 0.1701
-0.0784 0.9452 1.1963
-0.8710 -1.0446 -1.7941
-0.0170 0.8768 0.4884
0.7468 0.7390 0.2460
-1.5355 -0.8293 -0.3612
-0.0664 -0.9833 2.2073
0.4608 1.0486 -2.0598
-0.7241 0.2586 0.0083
0.0356 -0.2196 -0.0849
0.1600 0.1545 -0.0007
-0.2787 -0.9387 -0.9153
0.0136 -0.0039 0.4315
0.2420 -0.0059 0.1603
0.0284 0.2791 -0.0878
0.1762 0.4837 0.5743
-1.0510 1.3379 0.3440
1.0680 -0.6226 -0.0807
0.1641 -0.1384 0.1411
0.1473 -0.0388 -0.6585
-0.5827 -0.4275 0.1650
-0.4730 -0.7727 0.3513
-0.1488 0.2473 0.0022
1.3524 0.7115 -0.9279
-0.4177 -0.0735 0.3450
-0.2180 -0.2816 0.1397

***

Record 2
Computed, not measured: a structure of composition C5H11ClMgNSeV in a non-equilibrium geometry, with ωB97M-V/def2-TZVPD.

Calculated values
Multiplicity   3
<S²>   2.153
Charge   -2
Gap between HOMO and LUMO (alpha / beta)   2.8 / 2.4 eV
Lowest unoccupied orbital energy (alpha / beta)   3.921 / 4.320 eV

Geometry (Å):
V: -1.953 1.127 2.609
Cl: -0.839 2.873 2.112
C: -2.504 0.123 1.009
H: -2.965 -0.782 1.446
H: -1.842 -0.084 0.166
H: -3.284 0.888 0.761
Mg: 1.033 -0.081 -1.478
C: 2.512 0.348 -2.937
C: -0.833 -0.529 -2.276
C: 2.214 -0.230 0.154
H: -1.008 -1.598 -2.122
H: -1.671 0.057 -1.902
H: -0.700 -0.342 -3.351
H: 3.258 -0.428 -2.708
H: 2.169 0.285 -3.971
H: 2.947 1.331 -2.711
H: 2.546 -0.958 0.935
H: 2.417 0.763 0.704
Se: 0.095 -1.893 5.567
C: -0.514 -0.808 4.375
N: -1.078 -0.060 3.620

Atomic forces in eV per Å
-1.4638 0.9056 -1.5659
0.7624 1.8396 -0.2998
-0.5398 0.1779 -0.0774
-0.1102 0.1174 -0.3746
-0.1771 -0.0499 0.1922
0.0158 -0.5632 -0.3191
0.0792 0.0687 -0.6205
0.1951 0.1040 -0.0288
-0.2477 0.0003 -0.2128
0.3268 0.7599 2.9926
-0.3134 -0.0855 -0.0306
-0.2270 -0.1282 -0.1068
-0.1340 -0.0585 0.0498
0.0285 0.1715 -0.2554
0.1769 0.0775 -0.2686
0.1308 -0.0571 -0.2344
-0.0957 0.1481 -0.5792
-0.0878 -0.9585 -0.7926
0.7519 -0.9322 0.9499
-2.3663 2.5518 -2.5478
3.2953 -4.0893 4.1298

***

Record 3
Computed, not measured: a cluster of 2 separate species, C5H11ClN in total in a non-equilibrium geometry, with ωB97M-V/def2-TZVPD.

Calculated values
Charge   +1
Gap between HOMO and LUMO (alpha / beta)   8.4 / 8.8 eV
Lowest unoccupied orbital energy (alpha / beta)   -4.304 / -4.393 eV

Geometry (Å):
C: 0.410 1.710 1.108
C: 0.693 1.093 0.026
C: 0.866 3.011 1.851
C: -0.799 -2.281 0.518
C: -0.674 -1.433 -0.732
N: 0.515 -1.495 -1.594
Cl: 1.763 1.096 -1.248
H: -0.426 1.237 1.589
H: 1.481 2.789 2.638
H: 1.446 3.547 1.048
H: 0.120 3.697 2.225
H: -1.430 -1.649 1.075
H: -1.286 -3.231 0.327
H: 0.106 -2.506 0.951
H: -1.330 -0.646 -0.936
H: 0.982 -2.401 -1.429
H: 1.167 -0.675 -1.601
H: 0.164 -1.540 -2.589

Atomic forces in eV per Å
-1.0510 1.9516 2.4371
0.0990 -0.9674 -0.7947
0.0609 0.1193 -4.4127
-1.2069 0.8469 -3.0947
1.6095 -0.6893 1.2476
-1.4539 -1.6470 -1.7189
0.8283 0.9095 -0.3519
-0.4873 -0.3627 0.4598
1.7122 -0.7896 1.8998
-0.2935 -0.1226 1.1540
-0.7646 -0.3484 -0.2585
-0.6833 0.2189 1.5008
-0.3920 -0.1944 -0.1461
2.1670 -0.1670 1.2949
-0.8478 0.9036 -0.5534
0.1996 0.6390 -0.0766
-0.0155 -0.2670 0.4712
0.5193 -0.0332 0.9423

***

Record 4
Computed, not measured: a structure of composition C5H11ClN in a non-equilibrium geometry, with ωB97M-V/def2-TZVPD.

Calculated values
Charge   +1
Gap between HOMO and LUMO (alpha / beta)   8.6 / 8.2 eV
Lowest unoccupied orbital energy (alpha / beta)   -4.217 / -4.538 eV

Geometry (Å):
C: 1.347 0.043 -1.768
C: 1.138 -0.126 -0.493
C: 2.663 0.017 -2.457
C: -2.556 0.701 0.878
C: -1.721 -0.483 1.139
N: -0.734 -0.481 2.159
Cl: 1.855 -0.170 1.007
H: 0.549 0.148 -2.558
H: 3.166 1.083 -2.643
H: 3.284 -0.511 -1.861
H: 2.522 -0.427 -3.348
H: -3.653 0.491 0.754
H: -2.692 1.120 1.844
H: -2.298 1.269 -0.040
H: -1.568 -1.123 0.376
H: -0.988 0.418 2.580
H: 0.446 -0.601 1.833
H: -0.760 -1.367 2.598

Atomic forces in eV per Å
-0.4922 0.4422 -1.0515
-1.6528 0.3064 -0.5466
0.2993 4.8545 1.1651
-1.4596 -0.8420 -0.1288
-0.6288 1.1771 -0.7515
1.4181 0.6242 -1.6802
1.6457 -0.0479 -0.3622
0.1118 -0.1390 1.5996
-1.3579 -2.1211 0.4482
2.4915 -1.7100 1.5466
-0.1424 -1.5358 -3.1703
0.8924 -0.7042 -0.4496
0.4763 2.0188 0.6615
0.2130 0.2366 1.0257
0.4886 -2.5323 -2.1572
0.9993 -0.6600 1.6002
-2.5940 1.3106 0.2463
-0.7082 -0.6780 2.0045

***

Record 5
Computed, not measured: a cluster of 2 separate species, C5H11ClNO in total in a non-equilibrium geometry, with ωB97M-V/def2-TZVPD.

Calculated values
Charge   +1
Gap between HOMO and LUMO   8.9 eV
Lowest unoccupied orbital energy   -3.975 eV

Geometry (Å):
C: -2.364 2.005 -0.703
C: 0.275 0.663 1.486
C: 1.738 -1.356 1.177
C: 0.481 -1.510 -1.707
C: 0.839 -0.418 0.583
N: 0.286 -0.417 -0.627
O: -3.121 3.082 -0.657
Cl: -2.126 1.360 -2.299
H: 0.884 1.416 1.915
H: -0.300 0.162 2.246
H: -0.569 1.245 1.063
H: 1.635 -1.321 2.354
H: 2.793 -1.129 0.927
H: 1.635 -2.440 0.910
H: 1.286 -2.117 -1.493
H: -0.483 -2.023 -1.852
H: 0.793 -0.953 -2.687
H: -0.388 0.333 -0.838
H: -3.292 3.419 0.202

Atomic forces in eV per Å
-0.4577 1.1232 1.7388
-1.9427 0.0205 -0.9681
1.5373 -2.3672 2.4747
-1.5028 3.9007 -1.4664
-3.2080 2.5151 -1.8039
1.6365 -2.0278 0.7808
0.8774 -1.9672 -3.3426
-0.5230 0.7214 -0.1804
1.3457 0.1380 0.5033
0.3288 -0.5439 0.8555
0.6467 -0.3426 -0.7178
0.3085 0.1142 -2.4844
-0.4319 0.1867 0.1627
-0.2640 1.0190 -0.1442
1.4534 -1.4443 0.9272
0.6007 0.1545 0.1262
-0.8558 -0.9263 1.7537
0.3274 -0.4033 0.0856
0.1235 0.1292 1.6993

***

Record 6
Computed, not measured: the ion C5H11ClO3P with charge -1 in a non-equilibrium geometry, with ωB97M-V/def2-TZVPD.

Calculated values
Charge   -1
Gap between HOMO and LUMO   8.5 eV
Lowest unoccupied orbital energy   3.349 eV
SMILES   CCC(C)(C)O[P@](=O)([O-])Cl

Geometry (Å):
C: 1.141 -2.360 -0.507
C: 1.028 0.881 -0.838
C: -1.340 -0.196 -1.272
C: 0.365 -1.332 0.334
C: -0.176 0.044 -0.355
O: -0.006 2.003 3.399
O: -2.459 2.131 2.501
O: -0.712 0.964 0.776
P: -0.998 2.180 2.335
Cl: -0.517 3.950 1.448
H: 1.939 -1.847 -1.125
H: 0.484 -2.899 -1.222
H: 1.592 -3.122 0.165
H: 1.245 0.719 -1.858
H: 1.984 0.440 -0.375
H: 0.945 1.954 -0.520
H: -1.025 -0.885 -2.128
H: -2.305 -0.370 -0.790
H: -1.488 0.703 -1.838
H: -0.558 -1.901 0.685
H: 0.860 -1.059 1.184

Atomic forces in eV per Å
0.5010 0.6092 -0.7707
1.1267 -0.7664 1.5317
0.8487 0.1166 -1.8446
-3.6439 -0.5239 -2.2707
0.9549 0.9396 4.1956
0.3896 -0.5487 -0.0307
0.2292 -0.1122 -0.1897
-0.6416 -0.2324 0.6184
-0.0855 -2.0925 -1.9916
0.1496 0.4236 -0.6011
-0.5797 -0.7113 0.7139
0.2956 0.3487 0.3853
-0.1016 0.4977 -0.4879
-0.0489 0.3011 -1.6732
-1.2982 0.7952 -0.1345
-0.0830 -1.1580 -0.6428
-0.6641 0.0825 1.3455
0.4960 -0.6177 0.1185
-0.2213 0.9086 -0.1699
0.8447 0.8826 -0.2152
1.5318 0.8578 2.1136

***

Record 7
Computed, not measured: the molecule C5H11ClO7P2 in a non-equilibrium geometry, with ωB97M-V/def2-TZVPD.

Calculated values
Charge   0
Gap between HOMO and LUMO   10.4 eV
Lowest unoccupied orbital energy   0.108 eV
SMILES   CCC(=O)OCCO[P@](=O)(O)OP(O)Cl

Geometry (Å):
C: 2.813 -0.686 -0.945
C: 3.295 -0.062 0.374
C: 2.249 0.848 0.975
O: 2.156 1.048 2.165
O: 1.424 1.443 0.061
C: 0.048 1.231 0.381
C: -0.749 1.140 -0.900
O: -2.130 1.507 -0.721
P: -3.118 0.465 -0.048
O: -4.417 1.097 0.126
O: -2.531 -0.019 1.344
O: -3.249 -0.843 -0.996
P: -2.540 -2.317 -0.661
O: -1.095 -1.854 -0.065
Cl: -3.474 -2.957 1.059
H: 1.748 -0.872 -0.886
H: 3.340 -1.603 -1.170
H: 2.938 0.040 -1.737
H: 4.182 0.547 0.230
H: 3.546 -0.840 1.081
H: -0.043 0.285 0.905
H: -0.370 1.977 1.048
H: -0.318 1.849 -1.597
H: -0.678 0.170 -1.376
H: -2.588 0.753 1.917
H: -0.439 -2.347 -0.564

Atomic forces in eV per Å
0.1455 0.6513 0.3735
-0.4936 0.0100 -0.6771
0.4906 0.2402 1.3763
-0.2488 -0.2083 -1.0635
-0.0689 -0.4119 -0.0364
-0.4481 -0.6504 0.4602
0.3392 0.7863 -0.5993
0.8201 -0.9832 0.1577
-2.6178 1.0966 -0.2673
-0.1795 0.1830 -0.1305
0.8289 -0.2296 -0.5132
1.5429 -0.2731 1.4371
-0.5934 -0.4114 -0.8205
-0.1291 0.0633 0.0786
0.0457 0.3010 -0.1390
-0.2230 -0.3197 0.0055
0.1468 -0.1545 -0.1354
0.0842 -0.0513 -0.3826
0.2626 0.0173 -0.0936
-0.0267 0.0548 0.4435
0.0504 -0.1296 0.2244
0.1461 0.5053 -0.0545
-0.1599 0.2719 -0.1740
0.0120 -0.2471 0.0691
-0.0944 -0.0012 0.4765
0.3685 -0.1096 -0.0156

***

Record 8
Computed, not measured: the ion C5H11FN with charge +1 in a non-equilibrium geometry, with ωB97M-V/def2-TZVPD.

Calculated values
Charge   +1
Gap between HOMO and LUMO   10.5 eV
Lowest unoccupied orbital energy   -3.636 eV
SMILES   C=C(F)[C@@H]([NH3+])CC

Geometry (Å):
C: -1.504 -1.675 -0.692
C: -1.395 -0.514 -0.008
C: 1.717 -0.896 0.410
C: 0.909 0.327 0.690
C: -0.220 0.385 -0.409
N: -0.530 1.870 -0.251
F: -2.062 0.115 0.942
H: -2.356 -2.346 -0.487
H: -0.848 -2.007 -1.521
H: 1.228 -1.737 0.566
H: 2.583 -0.808 1.032
H: 1.933 -0.989 -0.592
H: 1.573 1.308 0.526
H: 0.619 0.165 1.764
H: 0.255 0.040 -1.418
H: 0.227 2.500 -0.526
H: -0.687 2.177 0.701
H: -1.443 2.086 -0.728

Atomic forces in eV per Å
-1.8160 0.4171 1.3485
2.6237 0.0364 -3.5550
2.0725 3.4661 0.7333
0.8723 0.4427 -0.7812
1.9945 -0.3564 1.9551
-2.5503 0.4985 -1.9195
-1.1808 -0.8284 0.6331
0.6266 0.2379 0.0781
-0.3071 0.7816 0.7962
-2.5031 -3.9518 1.5801
0.7999 -0.5844 0.0673
1.2806 0.2455 -2.4233
-1.1918 -2.1421 0.7460
-0.4948 1.0698 -1.0354
-1.1527 1.4363 1.6723
-0.0850 -0.3187 -0.7684
-0.1503 -0.7412 0.7777
1.1618 0.2911 0.0950

***

It is found that the energy above the lowest of the compared OMol25 structures with the same formula, charge and spin values, taken in the order of the records, are 37.1; 106.9; 121.3; 156.4; 65.1; 0.0; 7.6; 59.9 kcal per mole.